*i*
Formula: C10H11AlBrIN2O2SbSe4
Source: OMol25
Level of theory: ωB97M-V/def2-TZVPD

Charge   +1
Frontier orbital gap (alpha / beta)   0.2058 / 0.2134 Ha
E_HOMO (alpha / beta)   -11.2 / -11.2 eV
LUMO level (alpha / beta)   -5.614 / -5.419 eV

Last column: natural (NBO) charge in e.
Cartesian coordinates (Å):
I  -1.41971  -0.33770  1.04470  0.440
Sb  2.76260  -2.70390  -2.55200  0.866
Br  -2.77713  -0.83969  4.12325  0.122
Se  2.99069  -4.67064  -4.02507  -0.038
Se  0.26065  -2.75263  -2.01512  -0.584
Se  3.72506  -0.85796  -3.64307  -0.434
Se  3.84508  -2.95292  -0.34692  -0.106
Al  0.21793  -0.70688  -1.03287  1.463
O  -3.54259  2.34320  -1.29107  -0.502
O  1.45039  0.56325  -1.04535  -0.717
N  0.21561  1.10415  -1.47508  -0.323
N  -2.22316  2.02767  -1.17614  -0.078
C  -0.79904  -2.81312  4.54022  -0.206
C  -0.67708  -1.76115  2.39326  -0.086
C  1.13720  3.33734  -1.26934  -0.687
C  0.03456  2.36181  -1.49961  0.309
C  -1.36414  2.79737  -1.72960  0.144
C  0.41903  -2.53941  2.05406  -0.272
C  -1.29160  -1.88675  3.63103  -0.180
C  -1.65380  4.05411  -2.49417  -0.709
C  0.29469  -3.59603  4.20710  -0.173
C  0.90394  -3.45947  2.96901  -0.178
H  -0.76912  4.40588  -3.01769  0.254
H  0.75677  4.23978  -0.79468  0.242
H  1.91131  2.88276  -0.65660  0.271
H  -1.27658  -2.91317  5.50402  0.247
H  -3.64653  3.15344  -1.81793  0.461
H  -2.42360  3.88376  -3.25066  0.244
H  0.90828  -2.45233  1.09012  0.223
H  1.59051  3.61705  -2.22310  0.262
H  -1.99099  4.85317  -1.82973  0.253
H  0.67016  -4.31490  4.92155  0.238
H  1.76059  -4.06609  2.70751  0.233

*ii*
Formula: C10H11AlBrIN2O2SbSe4
Source: OMol25
Level of theory: ωB97M-V/def2-TZVPD

Charge   +1
Frontier orbital gap (alpha / beta)   0.2163 / 0.2091 Ha
E_HOMO (alpha / beta)   -11.1 / -11.2 eV
LUMO level (alpha / beta)   -5.252 / -5.503 eV

Last column: natural (NBO) charge in e.
Cartesian coordinates (Å):
I  -1.01736  -1.66176  -1.18328  0.433
Sb  0.94254  3.93637  -0.93923  0.868
Br  -3.91248  -3.18466  -2.17981  0.126
Se  0.40427  2.04878  -2.56411  -0.567
Se  1.43173  5.82853  -2.44325  -0.048
Se  2.87261  3.72328  0.40521  -0.484
Se  -1.14785  4.25597  0.35978  -0.069
Al  0.42120  0.54586  -0.85552  1.420
O  0.22270  0.89450  0.95931  -0.703
O  3.22359  -2.05850  -1.78665  -0.499
N  1.48630  0.41749  0.59675  -0.351
N  2.55298  -1.38455  -0.80905  -0.093
C  2.18881  -0.42432  1.23506  0.308
C  -4.27972  0.93048  -0.01746  -0.176
C  4.46393  -1.59213  0.79694  -0.688
C  -5.28320  -0.96397  -1.11142  -0.205
C  -3.01763  0.38697  -0.20754  -0.274
C  -2.91045  -0.82879  -0.86331  -0.075
C  -5.40517  0.25869  -0.46972  -0.172
C  3.11190  -1.16056  0.32258  0.176
C  -4.02750  -1.52016  -1.31368  -0.184
C  2.06222  -0.71176  2.68624  -0.684
H  -6.15811  -1.49572  -1.45750  0.247
H  5.15474  -1.84798  -0.00486  0.228
H  1.37623  -0.00833  3.15037  0.266
H  -2.15490  0.91245  0.18623  0.241
H  4.92616  -0.78845  1.36833  0.258
H  4.37674  -2.46204  1.45100  0.259
H  4.13271  -2.23447  -1.49229  0.462
H  -6.38858  0.68234  -0.31937  0.239
H  3.03657  -0.64444  3.17177  0.252
H  -4.37393  1.87874  0.49440  0.235
H  1.68893  -1.72785  2.83407  0.254

Relative to the most stable structure, the computed energies are *i* 0.0000; *ii* 0.0067, all in hartree.

*i*
Formula: H2O2
Source: OMol25
Level of theory: ωB97M-V/def2-TZVPD

Charge   0
Frontier orbital gap   0.3636 Ha
E_HOMO   -10.7 eV
LUMO level   -0.756 eV

Last column: natural (NBO) charge in e.
Cartesian coordinates (Å):
O  0.14782  0.84246  -0.02756  -0.375
O  -1.07839  0.07150  -0.06755  -0.457
H  0.82018  1.06594  -1.35814  0.377
H  -1.91674  0.56604  -0.32799  0.456

*ii*
Formula: H2O2
Source: OMol25
Level of theory: ωB97M-V/def2-TZVPD

Charge   0
SMILES   OO
Frontier orbital gap   0.4040 Ha
E_HOMO   -10.3 eV
LUMO level   0.669 eV

Last column: natural (NBO) charge in e.
Cartesian coordinates (Å):
O  0.78293  -0.18459  -0.00268  -0.458
O  -0.72317  0.14048  -0.00283  -0.481
H  -1.22870  -0.79668  0.00290  0.470
H  1.16894  0.84078  0.00261  0.469

Relative to the most stable structure, the computed energies are *i* 0.0790; *ii* 0.0000, all in hartree.

*i*
Formula: C14H16
Source: OMol25
Level of theory: ωB97M-V/def2-TZVPD

Charge   0
SMILES   C=C(C)C1=Cc2c(C)cccc2CC1
Frontier orbital gap   0.3239 Ha
E_HOMO   -8.0 eV
LUMO level   0.865 eV

Last column: natural (NBO) charge in e.
Cartesian coordinates (Å):
C  0.59460  -0.14692  0.98233  -0.082
C  1.74772  1.20486  3.07875  -0.224
C  -0.66062  0.00497  -1.11966  -0.026
C  -0.81285  0.15582  -3.60785  -0.430
C  0.69498  1.74771  2.45393  -0.194
C  -2.42476  -1.44211  -2.42139  -0.634
C  -1.19793  -0.46893  -2.40835  0.027
C  -1.05847  1.72464  0.60779  -0.414
C  2.08554  -2.17493  1.24774  -0.651
C  -0.93566  1.39042  -0.88290  -0.417
C  2.18740  -0.06025  2.70553  -0.235
C  0.01950  -0.73777  -0.26759  -0.210
C  1.67714  -0.79651  1.64429  0.089
C  0.10498  1.14648  1.33334  0.007
H  -2.92899  -1.55778  -3.42559  0.222
H  -1.01874  2.76252  0.74997  0.213
H  2.95978  -0.55414  3.27328  0.199
H  -0.08111  1.89393  -1.24915  0.217
H  2.07045  1.83398  3.82974  0.214
H  -2.22811  -2.39449  -1.97720  0.217
H  -1.97989  1.28675  0.88852  0.209
H  -3.07052  -0.83268  -1.71649  0.215
H  -1.80919  1.84873  -1.34008  0.223
H  0.03071  0.90740  -3.62670  0.199
H  2.73444  -2.53817  2.09278  0.217
H  -1.16183  -0.21961  -4.59368  0.203
H  2.65635  -2.19446  0.32077  0.224
H  0.41035  2.74887  2.77421  0.199
H  1.21935  -2.77584  1.12843  0.218
H  0.17535  -1.76250  -0.47478  0.206

*ii*
Formula: C14H16
Source: OMol25
Level of theory: ωB97M-V/def2-TZVPD

Charge   0
SMILES   Cc1ccccc1.Cc1ccccc1
Frontier orbital gap   0.3616 Ha
E_HOMO   -9.0 eV
LUMO level   0.880 eV

Last column: natural (NBO) charge in e.
Cartesian coordinates (Å):
C  -1.77540  2.65056  1.71321  -0.199
C  2.37724  -2.15524  0.90294  -0.229
C  -3.07536  2.45731  1.26575  -0.226
C  4.38879  -2.01659  -0.42609  -0.232
C  -0.97597  2.01827  -0.42817  -0.197
C  -3.33125  1.92256  0.00559  0.007
C  -2.24928  1.66161  -0.83885  -0.233
C  3.60668  -1.85896  -1.56541  -0.192
C  0.09641  -2.24703  -0.17060  -0.634
C  -0.69760  2.45361  0.86635  -0.230
C  1.60328  -2.11862  -0.25593  0.013
C  2.22557  -2.00174  -1.49659  -0.232
C  -4.72255  1.49232  -0.40155  -0.635
C  3.75869  -2.13702  0.80218  -0.201
H  -1.62362  2.86284  2.76308  0.211
H  4.09449  -1.55888  -2.48657  0.209
H  -0.15365  -3.04849  0.52111  0.216
H  1.78688  -2.17153  1.81275  0.211
H  -4.90649  0.49354  -0.03463  0.221
H  -2.30736  1.08354  -1.75407  0.212
H  1.65928  -2.10631  -2.40083  0.207
H  0.31828  2.63490  1.18071  0.217
H  5.44522  -2.10523  -0.55319  0.214
H  -4.71611  1.32079  -1.48338  0.214
H  -3.94870  2.59488  1.89080  0.208
H  -5.48176  2.22168  -0.13659  0.221
H  -0.30643  -1.30372  0.16584  0.226
H  -0.15180  2.05287  -1.11513  0.209
H  -0.31582  -2.41939  -1.15419  0.212
H  4.34196  -2.31393  1.70231  0.211

Relative to the most stable structure, the computed energies are *i* 0.0480; *ii* 0.0000, all in hartree.

*i*
Formula: C5H10S
Source: OMol25
Level of theory: ωB97M-V/def2-TZVPD

Charge   0
SMILES   C[C@@H]1[C@H](C)[C@@H]1S
Frontier orbital gap   0.3455 Ha
E_HOMO   -8.8 eV
LUMO level   0.615 eV

Last column: natural (NBO) charge in e.
Cartesian coordinates (Å):
S  1.90024  0.38177  1.21711  -0.043
C  -0.99235  -0.25904  0.68812  -0.274
C  0.61282  -0.28947  -1.66765  -0.633
C  0.35158  -0.53266  0.99532  -0.376
C  -1.21332  1.25498  0.74852  -0.622
C  -0.19590  -0.92322  -0.35746  -0.219
H  1.68466  -0.82732  -1.42370  0.225
H  -0.34881  1.87942  0.44667  0.227
H  -0.24708  -2.01387  -0.53738  0.222
H  0.26317  -0.52925  -2.85297  0.243
H  -1.69756  1.47892  1.77529  0.236
H  -1.69673  -0.87581  1.39199  0.236
H  2.20402  0.73602  -0.36497  0.143
H  -1.91740  1.36700  -0.20933  0.209
H  0.61935  -1.59603  1.53528  0.223
H  0.67330  0.74855  -1.38484  0.203

*ii*
Formula: C5H10S
Source: OMol25
Level of theory: ωB97M-V/def2-TZVPD

Charge   0
Frontier orbital gap   0.3496 Ha
E_HOMO   -8.6 eV
LUMO level   0.909 eV

Last column: natural (NBO) charge in e.
Cartesian coordinates (Å):
S  1.12408  0.56402  -0.80944  0.139
C  0.21331  -0.89414  -0.13638  -0.339
C  0.74618  1.16327  0.93419  -0.474
C  -0.67918  -1.29784  -1.14853  -0.604
C  -1.80861  0.17312  0.93662  -0.644
C  -0.31301  -0.09238  0.99252  -0.258
H  0.15511  2.01619  0.86407  0.202
H  -2.26643  -0.87491  0.52965  0.221
H  -2.22857  1.04817  0.33158  0.229
H  -1.07253  -0.41741  -1.74492  0.237
H  -2.33860  0.36109  2.02012  0.226
H  0.06213  -0.72481  1.91499  0.216
H  0.02381  -2.18801  -1.72827  0.230
H  0.88640  -1.82024  0.10717  0.220
H  1.51978  1.22562  1.72322  0.217
H  -1.67864  -1.96226  -0.53717  0.183

Relative to the most stable structure, the computed energies are *i* 0.0342; *ii* 0.0000, all in hartree.